Record 1
{
  "formula": "C37H35N5O6STi",
  "method": "ωB97M-V/def2-TZVPD",
  "elements": ["Ti", "O", "C", "O", "C", "C", "C", "C", "C", "C", "C", "C", "C", "N", "H", "H", "H", "H", "H", "H", "O", "S", "C", "C", "C", "C", "C", "C", "C", "C", "C", "C", "C", "C", "H", "H", "H", "H", "H", "H", "H", "H", "H", "H", "C", "C", "C", "C", "C", "C", "C", "C", "N", "H", "H", "H", "H", "H", "H", "H", "H", "H", "C", "N", "C", "C", "C", "N", "C", "O", "N", "H", "H", "H", "H", "H", "H", "H", "C", "C", "O", "O", "H", "H", "H"],
  "xyz": [[0.367, -0.107, -1.146], [1.304, 3.600, 0.073], [0.707, 2.556, -0.164], [1.301, 1.382, -0.263], [-0.763, 2.475, -0.306], [-1.572, 3.588, -0.137], [-2.943, 3.464, -0.169], [-3.513, 2.158, -0.320], [-4.892, 1.921, -0.285], [-5.418, 0.644, -0.423], [-4.551, -0.432, -0.595], [-3.180, -0.236, -0.631], [-2.626, 1.052, -0.501], [-1.273, 1.221, -0.542], [-1.079, 4.536, 0.036], [-3.595, 4.320, -0.038], [-5.554, 2.771, -0.149], [-6.491, 0.488, -0.397], [-4.946, -1.436, -0.702], [-2.509, -1.075, -0.761], [0.140, -0.837, 0.994], [0.937, -0.252, 2.125], [0.608, -1.325, 3.522], [-0.113, -2.487, 3.322], [-0.344, -3.318, 4.411], [0.137, -2.986, 5.669], [0.864, -1.813, 5.850], [1.103, -0.979, 4.770], [-0.095, 1.114, 2.673], [-1.479, 1.019, 2.576], [-2.253, 2.114, 2.908], [-1.645, 3.294, 3.334], [-0.266, 3.384, 3.408], [0.520, 2.289, 3.063], [-0.418, -2.749, 2.319], [-0.885, -4.245, 4.264], [-0.044, -3.644, 6.510], [1.248, -1.554, 6.829], [1.670, -0.063, 4.895], [-1.926, 0.111, 2.190], [-3.329, 2.065, 2.795], [-2.255, 4.158, 3.565], [0.205, 4.319, 3.683], [1.600, 2.365, 3.036], [2.774, 1.419, -3.782], [1.538, 1.372, -4.631], [1.522, 1.803, -5.949], [0.361, 1.750, -6.712], [-0.805, 1.257, -6.140], [-0.833, 0.814, -4.825], [-2.083, 0.286, -4.185], [0.350, 0.864, -4.057], [0.358, 0.418, -2.773], [3.608, 1.863, -4.331], [3.060, 0.418, -3.449], [2.598, 1.994, -2.870], [2.439, 2.191, -6.384], [0.365, 2.091, -7.741], [-1.719, 1.214, -6.726], [-1.914, -0.707, -3.762], [-2.902, 0.236, -4.907], [-2.393, 0.917, -3.349], [-0.565, -4.808, -1.444], [0.579, -3.970, -1.713], [1.846, -4.572, -1.858], [2.980, -3.791, -1.634], [2.839, -2.455, -1.365], [1.594, -1.871, -1.393], [0.503, -2.635, -1.490], [-0.612, -2.030, -1.397], [3.886, -1.576, -1.067], [-0.608, -5.611, -2.186], [-1.467, -4.206, -1.512], [-0.481, -5.237, -0.441], [1.849, -5.645, -1.960], [3.960, -4.251, -1.622], [4.707, -2.093, -0.782], [3.604, -0.995, -0.280], [3.605, -4.536, 1.814], [2.415, -3.572, 1.638], [1.317, -4.109, 1.380], [2.660, -2.344, 1.780], [3.393, -5.219, 2.640], [4.530, -3.995, 2.014], [3.709, -5.137, 0.908]],
  "e_homo_ev": [0.033, -2.169],
  "de_lowest_kcal_mol": 0.00,
  "orbital_gap_ev": [4.41, 6.61],
  "lumo_ev": [4.44, 4.44],
  "spin_multiplicity": 3,
  "charge": -2,
  "largest_force_ev_per_a": 0.516
}


Record 2
{
  "formula": "C41H94CoN3O8",
  "method": "ωB97M-V/def2-TZVPD",
  "elements": ["Co", "C", "C", "O", "H", "H", "H", "H", "H", "C", "C", "C", "C", "C", "C", "N", "O", "C", "C", "C", "H", "H", "H", "H", "H", "H", "H", "H", "H", "H", "H", "H", "H", "H", "H", "H", "H", "H", "H", "C", "C", "C", "C", "C", "C", "N", "O", "C", "C", "C", "H", "H", "H", "H", "H", "H", "H", "H", "H", "H", "H", "H", "H", "H", "H", "H", "H", "H", "H", "C", "C", "C", "C", "C", "C", "N", "O", "C", "C", "C", "H", "H", "H", "H", "H", "H", "H", "H", "H", "H", "H", "H", "H", "H", "H", "H", "H", "H", "H", "C", "C", "C", "O", "H", "H", "H", "H", "H", "H", "H", "H", "C", "C", "C", "O", "H", "H", "H", "H", "H", "H", "H", "H", "C", "C", "C", "O", "H", "H", "H", "H", "H", "H", "H", "H", "C", "C", "C", "O", "H", "H", "H", "H", "H", "H", "H", "H"],
  "xyz": [[-29.695, -29.862, -26.182], [-32.171, -31.632, -29.352], [-32.410, -31.011, -27.975], [-31.376, -30.568, -27.141], [-31.321, -32.313, -29.339], [-32.132, -30.858, -30.124], [-33.075, -32.209, -29.562], [-32.740, -31.935, -27.467], [-33.273, -30.336, -27.945], [-37.106, -31.186, -31.939], [-36.857, -32.702, -31.809], [-38.117, -33.462, -32.258], [-38.318, -33.530, -33.800], [-37.025, -33.985, -34.491], [-35.756, -33.229, -34.015], [-35.713, -33.153, -32.576], [-34.499, -32.596, -32.118], [-34.532, -34.019, -34.523], [-35.733, -31.854, -34.689], [-36.657, -32.859, -30.268], [-36.190, -30.608, -31.794], [-37.835, -30.794, -31.230], [-37.461, -30.895, -32.932], [-38.161, -34.513, -31.955], [-39.006, -33.022, -31.802], [-38.662, -32.527, -34.068], [-39.079, -34.226, -34.156], [-37.331, -33.953, -35.539], [-36.783, -35.027, -34.260], [-34.695, -34.326, -35.559], [-33.600, -33.453, -34.539], [-34.397, -34.947, -33.961], [-36.692, -31.470, -35.043], [-35.300, -31.108, -34.022], [-35.110, -31.806, -35.587], [-36.127, -33.809, -30.171], [-37.618, -32.821, -29.761], [-36.082, -32.019, -29.883], [-33.991, -33.361, -31.833], [-29.942, -35.187, -30.191], [-30.890, -35.804, -31.263], [-30.462, -35.152, -32.588], [-29.171, -35.691, -33.219], [-29.285, -37.242, -33.364], [-29.707, -37.965, -32.056], [-30.738, -37.235, -31.323], [-31.160, -37.914, -30.165], [-30.284, -39.310, -32.500], [-28.436, -38.164, -31.190], [-32.326, -35.383, -30.979], [-30.018, -35.784, -29.274], [-30.158, -34.163, -29.884], [-28.905, -35.330, -30.493], [-31.250, -35.096, -33.342], [-30.277, -34.119, -32.275], [-28.254, -35.467, -32.680], [-29.183, -35.363, -34.258], [-28.273, -37.500, -33.670], [-30.001, -37.499, -34.144], [-29.509, -39.880, -33.015], [-30.727, -39.975, -31.754], [-31.143, -39.189, -33.168], [-28.222, -37.308, -30.555], [-28.338, -39.088, -30.620], [-27.590, -38.238, -31.881], [-32.327, -34.312, -30.760], [-32.689, -35.877, -30.076], [-32.982, -35.637, -31.813], [-31.954, -38.372, -30.466], [-32.296, -28.749, -33.544], [-31.512, -29.875, -34.287], [-32.579, -30.416, -35.238], [-32.080, -31.351, -36.310], [-30.846, -30.659, -36.966], [-29.737, -30.179, -36.031], [-30.383, -29.315, -35.018], [-29.507, -28.599, -34.179], [-28.850, -31.336, -35.557], [-28.840, -29.250, -36.868], [-31.114, -30.929, -33.261], [-32.213, -27.794, -34.062], [-31.982, -28.675, -32.500], [-33.357, -28.995, -33.502], [-33.450, -30.799, -34.710], [-33.017, -29.572, -35.788], [-32.795, -31.530, -37.119], [-31.952, -32.378, -35.948], [-31.253, -29.821, -37.531], [-30.459, -31.435, -37.630], [-28.236, -31.020, -34.702], [-29.409, -32.165, -35.118], [-28.089, -31.754, -36.216], [-29.315, -28.332, -37.209], [-28.028, -28.953, -36.190], [-28.237, -29.720, -37.646], [-30.374, -30.579, -32.540], [-30.783, -31.863, -33.716], [-31.965, -31.275, -32.662], [-29.651, -27.690, -34.462], [-32.741, -26.688, -26.834], [-31.351, -26.854, -26.203], [-31.272, -26.289, -24.781], [-30.987, -28.263, -26.237], [-33.045, -25.643, -26.789], [-33.445, -27.384, -26.378], [-32.768, -26.870, -27.913], [-30.618, -26.318, -26.804], [-31.501, -26.955, -23.955], [-31.710, -25.296, -24.674], [-30.220, -25.987, -24.689], [-31.624, -28.738, -26.817], [-35.312, -31.582, -25.604], [-34.340, -32.591, -25.012], [-34.186, -33.811, -25.926], [-33.079, -31.934, -24.834], [-36.358, -31.895, -25.647], [-35.013, -31.219, -26.588], [-35.365, -30.699, -24.959], [-34.618, -32.859, -23.993], [-34.448, -33.536, -26.951], [-34.934, -34.586, -25.722], [-33.236, -34.338, -25.857], [-32.834, -31.424, -25.619], [-28.069, -33.645, -27.102], [-29.319, -33.043, -26.443], [-29.950, -34.011, -25.466], [-28.973, -31.788, -25.794], [-28.231, -34.344, -27.920], [-27.353, -34.122, -26.422], [-27.407, -32.864, -27.494], [-29.975, -32.774, -27.268], [-30.826, -33.599, -24.961], [-29.231, -34.218, -24.670], [-30.261, -34.899, -26.012], [-28.323, -31.966, -25.102], [-27.826, -27.484, -28.765], [-28.975, -28.431, -28.915], [-29.259, -28.885, -30.342], [-28.714, -29.704, -28.213], [-27.666, -27.060, -27.770], [-28.051, -26.648, -29.430], [-26.869, -27.950, -29.010], [-29.935, -28.088, -28.528], [-28.384, -29.375, -30.774], [-29.509, -28.084, -31.039], [-30.090, -29.587, -30.298], [-27.771, -29.738, -27.997]],
  "e_homo_ev": [-9.711, -9.711],
  "de_lowest_kcal_mol": 0.00,
  "orbital_gap_ev": [6.09, 5.53],
  "lumo_ev": [-3.62, -4.18],
  "spin_multiplicity": 4,
  "charge": 1,
  "largest_force_ev_per_a": 3.513
}


Look up the charge of the second one. +1